Density functional theory data (the ωB97M-V functional and the def2-TZVPD basis) for C27H25FeN5O2SSe2 as an isolated structure in a non-equilibrium geometry.

Each line ends with the natural charge from an NBO analysis.
Cartesian coordinates (Å):
Fe (-0.47549, 0.09898, 0.13295)  1.56
O (6.23359, -1.20025, 0.91055)  -0.72
C (5.43346, -1.16400, 2.06639)  -0.11
C (4.03274, -0.81437, 1.65312)  0.12
C (2.99216, -0.81421, 2.57682)  -0.22
C (1.72243, -0.49608, 2.15969)  0.06
N (1.43749, -0.15507, 0.88271)  -0.62
C (2.44873, -0.13528, -0.00733)  0.16
C (3.73883, -0.47337, 0.33866)  -0.22
C (2.06833, 0.28294, -1.37815)  0.26
C (2.98617, 0.39936, -2.39805)  -0.22
C (2.57605, 0.84602, -3.64856)  0.11
C (3.57112, 0.98530, -4.76661)  -0.11
O (4.60084, 0.05321, -4.51926)  -0.72
C (1.23544, 1.17391, -3.80772)  -0.22
C (0.37476, 1.02413, -2.74404)  0.08
N (0.76161, 0.56992, -1.53757)  -0.63
H (7.14483, -1.40800, 1.15167)  0.51
H (5.77022, -0.40615, 2.78246)  0.22
H (5.41435, -2.12407, 2.59203)  0.21
H (3.16502, -1.06026, 3.61694)  0.26
H (0.89622, -0.50885, 2.85221)  0.23
H (4.53756, -0.47978, -0.38750)  0.28
H (4.02534, 0.14257, -2.25345)  0.27
H (3.94603, 2.01517, -4.75348)  0.21
H (3.07121, 0.82831, -5.72484)  0.20
H (5.21618, 0.04758, -5.26253)  0.50
H (0.85704, 1.54041, -4.75357)  0.26
H (-0.66439, 1.27574, -2.86198)  0.21
Se (-3.21310, -1.29807, 0.09118)  0.32
Se (-2.73472, -0.60237, -2.04606)  0.33
C (-2.77648, 1.24987, -1.58401)  0.01
C (-3.67285, 2.13216, -2.14481)  -0.24
C (-3.55607, 3.47725, -1.78589)  -0.09
C (-2.56916, 3.85689, -0.89556)  -0.23
C (-1.71598, 2.89374, -0.37767)  0.07
N (-1.80996, 1.60206, -0.72193)  -0.61
C (-1.80645, -2.58853, 0.11675)  0.03
C (-2.04071, -3.93196, 0.27827)  -0.23
C (-0.93338, -4.78060, 0.22923)  -0.08
C (0.31870, -4.24377, 0.01146)  -0.22
C (0.45695, -2.86902, -0.11834)  0.08
N (-0.59581, -2.04111, -0.05675)  -0.61
H (-4.42923, 1.79506, -2.83963)  0.27
H (-4.23675, 4.21034, -2.20009)  0.27
H (-2.45001, 4.88983, -0.59849)  0.27
H (-0.93250, 3.15600, 0.32298)  0.23
H (-3.04120, -4.31658, 0.41611)  0.27
H (-1.06411, -5.84907, 0.34300)  0.27
H (1.19256, -4.87642, -0.05827)  0.27
H (1.42668, -2.42092, -0.27365)  0.22
S (-1.20669, 0.66968, 2.33121)  -0.24
C (-2.87460, 0.78158, 2.83409)  0.13
N (-3.16594, 0.21951, 4.02923)  -0.45
C (-4.37453, 0.27888, 4.62900)  0.10
C (-5.40485, 0.93408, 4.01227)  -0.23
C (-5.15330, 1.54427, 2.78486)  -0.07
C (-3.89909, 1.47086, 2.20130)  -0.26
H (-2.40352, -0.23988, 4.51676)  0.45
H (-4.45076, -0.20192, 5.59389)  0.26
H (-6.37398, 0.98226, 4.48682)  0.28
H (-5.94282, 2.09832, 2.29261)  0.26
H (-3.68419, 1.97379, 1.26857)  0.24

Summary:
Strongest force on any atom in eV/Å: 1.213
HOMO (alpha / beta) in eV: -16.73 / -16.69
Net charge: +3
Total energy in eV: -215842.49031
Spin multiplicity: 6
Orbital gap (alpha / beta) in eV: 8.02 / 6.35

---

Density functional theory data (the ωB97M-V functional and the def2-TZVPD basis) for C27H25FeNO2 as an isolated structure in a non-equilibrium geometry.

Each line ends with the natural charge from an NBO analysis.
Cartesian coordinates (Å):
C (-3.70251, 0.22580, 0.91473)  -0.24
C (-2.84337, 0.94246, 1.75402)  -0.23
C (-1.65292, 0.35457, 2.20176)  -0.14
C (-1.26751, -0.90449, 1.72377)  -0.01
C (0.13357, -1.42806, 1.98744)  -0.43
C (1.27210, -0.82319, 1.15733)  -0.06
C (2.51192, -1.72237, 1.21776)  -0.07
O (3.61836, -0.85338, 1.04971)  -0.56
C (3.18186, 0.44628, 1.28350)  0.84
O (3.98202, 1.37375, 1.25259)  -0.69
N (1.83134, 0.44665, 1.53418)  -0.75
C (-2.18007, -1.65529, 0.97079)  -0.22
C (-3.38964, -1.09213, 0.54883)  -0.23
H (-4.62104, 0.68828, 0.54770)  0.20
H (-3.09205, 1.95930, 2.07704)  0.22
H (-1.00681, 0.86871, 2.91867)  0.23
H (0.40245, -1.32016, 3.04564)  0.22
H (0.13223, -2.49991, 1.74287)  0.18
H (0.91822, -0.75852, 0.09483)  0.14
H (2.56965, -2.18817, 2.21271)  0.14
H (2.52917, -2.50810, 0.44633)  0.15
H (-1.92503, -2.69110, 0.71577)  0.20
H (-4.08320, -1.68167, -0.05400)  0.19
C (1.56551, 4.81299, 6.61447)  -0.38
C (0.94350, 5.65002, 5.60043)  -0.36
C (0.12841, 4.79675, 4.75009)  -0.35
C (0.24605, 3.43226, 5.24146)  -0.35
C (1.13517, 3.44477, 6.39076)  -0.35
Fe (2.01442, 4.20232, 4.78491)  0.47
C (3.94157, 3.72948, 4.72133)  -0.35
C (3.68862, 5.02127, 4.08882)  -0.37
C (2.70636, 4.82986, 3.06083)  -0.34
C (2.36339, 3.39144, 2.99281)  -0.20
C (1.50454, 2.73287, 2.06756)  -0.06
C (1.23210, 3.29261, 0.78708)  0.01
C (0.04984, 2.90167, 0.10390)  -0.23
C (-0.34311, 3.52581, -1.07147)  -0.23
C (0.44586, 4.53812, -1.64178)  -0.31
C (1.68057, 4.85805, -1.05430)  -0.24
C (2.10514, 4.21265, 0.10735)  -0.22
C (3.10515, 2.74951, 4.09951)  -0.29
H (2.17822, 5.15958, 7.44306)  0.21
H (1.00975, 6.73259, 5.53354)  0.21
H (-0.52015, 5.12207, 3.94053)  0.22
H (-0.31217, 2.57594, 4.87658)  0.21
H (1.36438, 2.58796, 7.01889)  0.21
H (4.70456, 3.53972, 5.47053)  0.20
H (4.22208, 5.94562, 4.30474)  0.20
H (2.34134, 5.56187, 2.34857)  0.22
H (0.83910, 1.96994, 2.43909)  0.22
H (-0.53856, 2.09342, 0.54302)  0.20
H (-1.27060, 3.21355, -1.55296)  0.18
H (0.14087, 5.01604, -2.57896)  0.18
H (2.32426, 5.60246, -1.52208)  0.18
H (3.11115, 4.36663, 0.50002)  0.23
H (3.09672, 1.67611, 4.25178)  0.23

Summary:
Strongest force on any atom in eV/Å: 2.457
HOMO (alpha / beta) in eV: 1.85 / -0.31
Net charge: -2
Total energy in eV: -68370.48799
Spin multiplicity: 5
Orbital gap (alpha / beta) in eV: 2.80 / 4.96

---

Density functional theory data (the ωB97M-V functional and the def2-TZVPD basis) for C27H25InN7O9S8 as an isolated structure.

Each line ends with the Mulliken charge.
Cartesian coordinates (Å):
In (-0.34651, 0.14820, 0.21375)  1.75
O (-0.18067, -2.53482, 4.04151)  -0.51
C (-0.49894, -1.38048, 3.42116)  0.30
O (0.26488, -0.46227, 3.31424)  -0.37
C (-1.91625, -1.42803, 2.91275)  0.19
O (-2.23670, -0.19141, 2.34424)  -0.17
C (-3.43831, -0.24250, 1.59071)  -0.86
C (-3.27677, -1.02240, 0.28545)  0.50
O (-4.23571, -1.63632, -0.15649)  -0.75
O (-2.11864, -0.95651, -0.26420)  -0.19
H (0.76155, -2.48291, 4.25409)  0.37
H (-2.58155, -1.67402, 3.75261)  0.50
H (-1.98278, -2.24660, 2.18660)  -0.29
H (-3.67420, 0.78571, 1.31702)  0.00
H (-4.26713, -0.66277, 2.16785)  0.43
N (-3.05992, -2.57334, -6.06727)  -0.65
C (-2.83632, -1.50299, -5.19976)  1.14
C (-3.43722, -1.47822, -3.94176)  -0.73
C (-3.20283, -0.42675, -3.07400)  -0.25
C (-2.36847, 0.61266, -3.45857)  -0.52
C (-1.80202, 0.62424, -4.72695)  -0.42
C (-2.04069, -0.42557, -5.59376)  -0.90
S (-1.91027, 1.84025, -2.27738)  1.29
O (-2.83631, 1.77422, -1.17224)  -0.64
O (-1.73533, 3.08969, -2.95998)  -0.71
N (-0.51512, 1.28978, -1.64015)  -0.49
C (0.66866, 1.15139, -2.29997)  0.58
N (0.94842, 1.72246, -3.47140)  -0.52
C (2.18248, 1.53114, -3.92280)  -0.45
C (3.14950, 0.80710, -3.24497)  -1.06
C (2.74928, 0.23194, -2.04566)  -0.36
N (1.51938, 0.37761, -1.59541)  0.39
H (-3.33061, -3.42545, -5.60025)  0.25
H (-2.31379, -2.73362, -6.72563)  0.23
H (-4.06675, -2.30001, -3.62327)  0.44
H (-3.64984, -0.43725, -2.09000)  0.27
H (-1.17243, 1.45258, -5.01676)  0.54
H (-1.59350, -0.42434, -6.58113)  0.32
H (2.40893, 1.99725, -4.87731)  0.45
H (4.15438, 0.69799, -3.62256)  0.42
H (3.41933, -0.36018, -1.43461)  0.60
C (1.68123, -3.10870, -2.92891)  -1.01
S (0.00698, -2.42905, -3.00125)  0.27
C (-0.70481, -3.31531, -1.66763)  0.25
C (-0.44736, -3.20061, -0.35374)  -0.22
S (0.67552, -2.15956, 0.50727)  -0.32
S (-1.40257, -4.25573, 0.66591)  -0.06
C (-2.36097, -5.01931, -0.54904)  0.09
S (-3.52265, -6.14484, -0.25190)  -0.27
S (-1.95479, -4.44729, -2.12299)  -0.09
H (2.25138, -2.59599, -3.70198)  0.38
H (1.66949, -4.17823, -3.13020)  0.36
H (2.12196, -2.90719, -1.95522)  0.20
N (4.21935, 2.02239, 7.07118)  -0.59
C (3.90444, 2.02312, 5.71396)  1.18
C (3.44509, 0.85517, 5.09738)  -0.90
C (3.16609, 0.84029, 3.74694)  -0.21
C (3.34371, 1.99235, 2.99068)  -0.65
C (3.79727, 3.15491, 3.58880)  -0.23
C (4.08149, 3.17116, 4.94472)  -0.77
S (2.96205, 1.94845, 1.26228)  1.32
O (3.70076, 0.86346, 0.67522)  -0.78
O (3.15626, 3.28628, 0.76099)  -0.71
N (1.41167, 1.51927, 1.22503)  -0.20
C (0.45543, 2.38819, 1.56825)  0.40
S (0.53251, 3.95008, 2.30188)  -0.13
C (-1.20383, 3.99124, 2.35378)  -0.45
C (-1.72104, 2.87423, 1.80788)  -0.87
N (-0.78265, 1.98000, 1.36754)  0.22
H (3.75846, 1.31286, 7.61684)  0.22
H (4.20040, 2.92525, 7.51618)  0.22
H (3.30245, -0.04003, 5.69092)  0.25
H (2.78878, -0.05588, 3.27284)  0.36
H (3.92362, 4.04254, 2.98404)  0.53
H (4.43877, 4.08027, 5.41380)  0.28
H (-1.72926, 4.84956, 2.73314)  0.46
H (-2.76644, 2.66119, 1.66766)  0.31

Summary:
Strongest force on any atom in eV/Å: 0.583
HOMO in eV: -5.36
Net charge: -1
Total energy in eV: -149124.40104
Orbital gap in eV: 7.47

---

> Among the records above, which one has the highest strongest force on any atom?

C27H25FeNO2

---

> Among the records above, which one has the lowest net charge?

C27H25FeNO2

---

> total energy of number 2 (C27H25FeNO2)?

-68370.48799 eV